Record 1
Density functional theory data (wB97M-V/def2-TZVPD) for the molecule C5H10N2 in a non-equilibrium geometry.

Atoms and positions in Å:
C -3.07 0.61 0.49
C -2.17 -0.19 0.41
N -1.08 -0.97 0.29
C -0.31 -0.86 -0.99
N 0.29 0.43 -1.11
C 0.96 0.85 0.29
C 2.23 0.04 0.51
H -3.86 1.28 0.59
H -1.23 -1.92 0.61
H -0.96 -1.05 -1.85
H 0.47 -1.62 -0.91
H -0.44 1.11 -1.31
H 0.34 0.86 1.19
H 1.20 1.89 0.07
H 2.00 -0.99 0.80
H 2.83 0.03 -0.39
H 2.81 0.50 1.32

Output
Gap between HOMO and LUMO, eV: 9.6354
SMILES: C#CNCNCC
Energy relative to the best compared isomer or geometry (same formula, charge and spin), kcal per mole: 60.0
2S+1: 1
Largest force on an atom, hartree/bohr: 0.057
E_HOMO, Eh: -0.3181

---

Record 2
Density functional theory data (wB97M-V/def2-TZVPD) for a cluster of 2 separate species, C5H10N2 in total in a non-equilibrium geometry.

Atoms and positions in Å:
C 0.35 1.87 0.02
N 0.45 0.74 -0.90
C -0.11 -0.35 -0.61
C 0.00 -1.51 -1.58
C -0.95 -0.38 0.64
H 0.45 1.69 1.07
H 1.25 2.55 -0.14
H -0.67 2.20 -0.05
H -0.94 -2.04 -1.61
H 0.19 -1.28 -2.56
H 0.81 -2.02 -1.17
H -1.40 -1.34 0.92
H -0.54 0.02 1.53
H -1.89 0.07 0.63
C 2.17 -0.47 1.45
N 1.51 -1.18 0.81
H 2.68 0.23 2.05

Output
Gap between HOMO and LUMO, eV: 9.8183
SMILES: CN=C(C)C.C#N
Energy relative to the best compared isomer or geometry (same formula, charge and spin), kcal per mole: 65.3
2S+1: 1
Largest force on an atom, hartree/bohr: 0.075
E_HOMO, Eh: -0.3277

---

- Which value of energy relative to the best compared isomer or geometry (same formula, charge and spin) does entry 2 give?
  65.3 kcal per mole